C4H5NO2S | ωB97M-V/def2-TZVPD

Geometry (Å):
C -2.312 -0.662 -0.248
C 0.021 -0.864 0.016
C 1.740 0.827 -0.047
C 0.255 0.610 0.317
H -3.344 -1.138 0.080
H 2.099 1.233 0.866
H 2.063 1.557 -0.954
H -0.440 1.287 -0.234
H 0.246 0.732 1.442
N 0.851 -1.697 -0.380
O -2.248 0.349 -0.869
O -1.318 -1.381 0.404
S 2.387 -0.853 -0.392

Forces on atoms 1 to 6 (eV/Å):
-2.28 -1.51 2.42
-3.10 0.00 1.13
0.31 1.10 -2.17
0.57 -0.08 0.07
1.90 0.60 -0.76
1.36 0.29 0.40

Calculated values
maximum force	0.071	Eh/bohr
calculated total energy	-758.7904	hartree
orbital gap	0.35175	Ha
HOMO	-8.77	eV
2S+1	1

C4H5NO2S | ωB97M-V/def2-TZVPD

Geometry (Å):
O 2.429 -2.989 0.387
C 2.745 -1.874 0.708
O 1.971 -0.776 0.608
C 0.695 -0.948 0.097
C -0.091 0.110 -0.011
N -1.387 0.037 -0.522
C -2.250 1.081 -0.657
S -1.970 2.636 -0.278
H 3.693 -1.587 1.140
H 0.456 -1.950 -0.185
H 0.227 1.100 0.292
H -1.725 -0.856 -0.825
H -3.212 0.771 -1.090

Forces on atoms 1 to 6 (eV/Å):
0.17 0.67 0.15
-0.58 -0.72 -0.25
-0.04 0.05 0.00
0.14 0.31 0.04
0.01 0.28 0.06
-0.39 0.36 -0.05

Calculated values
maximum force	0.019	Eh/bohr
SMILES	O=CO/C=C/NC=S
calculated total energy	-758.8165	hartree
orbital gap	0.32536	Ha
HOMO	-8.67	eV
2S+1	1

C4H5NO3 | ωB97M-V/def2-TZVPD

Geometry (Å):
C 0.507 1.131 -0.328
C 0.694 -1.723 -1.677
C 1.776 1.025 -0.726
C -1.093 -0.116 0.836
N -0.246 -0.008 -0.061
O 0.924 -2.718 -1.133
O -1.628 -1.315 1.160
O -1.609 0.903 1.478
H 0.077 2.201 -0.313
H 2.277 1.923 -0.893
H 2.067 -0.044 -0.697
H -1.244 -1.935 0.400
H -2.503 0.676 1.953

Forces on atoms 1 to 6 (eV/Å):
-0.41 2.34 -0.61
0.69 -2.92 0.73
-2.08 -2.29 1.15
-1.18 -0.51 -0.01
1.55 -0.21 -0.44
-0.65 2.50 -1.19

Calculated values
maximum force	0.074	Eh/bohr
calculated total energy	-435.8346	hartree
orbital gap	0.34164	Ha
HOMO	-8.92	eV
2S+1	1

C4H5NO3 | ωB97M-V/def2-TZVPD

Geometry (Å):
C -1.580 -1.780 0.740
C -0.522 -1.155 0.225
N 0.952 -1.374 0.680
O 1.192 -1.190 1.842
C -0.598 0.102 -0.478
O -1.035 0.363 -1.568
O 0.569 0.899 0.141
C 1.154 1.836 -0.753
H -1.462 -2.614 1.425
H -2.577 -1.355 0.665
H 1.677 1.307 -1.557
H 1.845 2.469 -0.189
H 0.385 2.493 -1.173

Forces on atoms 1 to 6 (eV/Å):
0.64 0.25 0.38
-0.59 -0.09 2.87
0.34 -0.44 0.41
-1.22 -0.44 -1.43
4.00 2.04 -2.04
-0.15 0.09 1.95

Calculated values
maximum force	0.096	Eh/bohr
SMILES	C=C(N=O)C(=O)OC
calculated total energy	-435.7382	hartree
orbital gap	0.33538	Ha
HOMO	-9.47	eV
2S+1	1

C4H5NO4 | ωB97M-V/def2-TZVPD

Geometry (Å):
C -0.502 0.022 -0.109
C 2.670 -0.084 -0.134
C -1.771 -0.103 0.457
C 1.606 -1.166 -0.342
N -2.918 0.665 0.173
O 2.176 1.020 0.513
O -0.016 0.970 -0.772
O 3.850 -0.234 -0.465
O 0.371 -1.054 0.145
H -1.966 -0.881 1.196
H 1.912 -2.195 -0.713
H -3.826 0.246 0.478
H 1.390 1.265 -0.015
H -2.976 1.531 -0.413

Forces on atoms 1 to 6 (eV/Å):
3.01 1.55 -1.50
0.55 -0.83 -0.45
-2.58 0.43 0.16
2.19 0.30 -0.47
0.53 -0.57 0.13
1.37 -0.71 -0.58

Calculated values
maximum force	0.072	Eh/bohr
calculated total energy	-511.0493	hartree
orbital gap (spin up / spin down)	0.26203 / 0.30026	Ha
HOMO (spin up / spin down)	-8.61 / -8.83	eV
2S+1	1

C4H5NOS | ωB97M-V/def2-TZVPD

Geometry (Å):
C 0.236 -2.016 -0.372
C 0.267 -0.870 0.228
C 0.997 0.389 -0.290
O 2.039 0.454 -0.784
N 0.224 1.600 -0.095
C -0.926 1.319 0.697
S -2.300 1.509 -0.147
H 0.765 -1.997 -1.339
H -0.254 -2.884 0.083
H -0.256 -0.817 1.211
H 0.010 2.088 -0.977
H -0.801 1.226 1.784

Forces on atoms 1 to 6 (eV/Å):
0.70 -0.93 -1.56
0.18 1.75 2.16
-3.60 0.34 2.04
3.47 -0.62 -2.05
0.19 -1.65 1.36
-0.69 2.44 -2.28

Calculated values
maximum force	0.081	Eh/bohr
SMILES	C=CC(=O)NC=S
calculated total energy	-683.5275	hartree
orbital gap	0.31173	Ha
HOMO	-9.00	eV
2S+1	1

C4H5NOS | ωB97M-V/def2-TZVPD

Geometry (Å):
C -1.110 -1.276 -0.237
C -0.868 -0.305 0.664
C -1.659 0.881 0.749
S -2.731 1.381 -0.352
H -0.705 -2.229 -0.357
H -1.818 -0.940 -0.964
H 0.054 -0.352 1.176
H -1.545 1.394 1.706
N 2.992 -0.185 -0.751
C 2.294 0.687 -0.328
O 1.763 1.522 0.259
H 3.333 -0.578 -1.564

Forces on atoms 1 to 6 (eV/Å):
-0.94 2.42 0.29
1.03 -1.93 -1.61
-0.74 0.66 0.18
-0.01 0.34 0.17
1.14 -1.10 0.11
-0.93 -0.57 -0.39

Calculated values
maximum force	0.053	Eh/bohr
SMILES	C=CC=S.N=C=O
calculated total energy	-683.5343	hartree
orbital gap (spin up / spin down)	0.29242 / 0.29240	Ha
HOMO (spin up / spin down)	-8.70 / -8.70	eV
2S+1	1

C4H5NOS | ωB97M-V/def2-TZVPD

Geometry (Å):
C -1.148 1.255 0.135
C 0.188 1.433 -0.012
N 1.062 0.526 -0.608
O 2.017 -0.373 0.155
C 0.807 -0.859 -0.563
C -0.411 -1.295 0.286
S -1.983 -0.295 -0.202
H -1.748 2.144 0.341
H 0.860 2.182 0.379
H 0.896 -1.357 -1.416
H -0.427 -2.438 0.178
H -0.114 -0.922 1.325

Forces on atoms 1 to 6 (eV/Å):
0.57 0.30 -0.76
0.59 -0.93 1.46
0.18 -1.40 -1.41
-2.46 -0.13 -0.73
-0.94 3.10 4.22
1.36 0.04 0.59

Calculated values
maximum force	0.103	Eh/bohr
SMILES	C1=CN2O[C@H]2CS1
calculated total energy	-683.4493	hartree
orbital gap	0.34516	Ha
HOMO	-8.62	eV
2S+1	1

C4H5NOS | ωB97M-V/def2-TZVPD

Geometry (Å):
C -0.325 -1.793 -0.415
C 0.246 -0.921 0.449
C 1.179 0.018 -0.128
O 2.084 0.047 -0.868
N 0.609 1.240 0.252
C -0.709 1.381 0.219
S -2.048 0.505 -0.134
H -0.111 -2.019 -1.414
H -1.167 -2.270 0.073
H -0.094 -0.641 1.426
H 1.245 2.016 0.109
H -0.909 2.437 0.432

Forces on atoms 1 to 6 (eV/Å):
-0.27 0.35 4.14
1.46 -3.30 -2.47
-2.23 1.04 1.49
2.76 -1.11 -1.74
1.35 0.13 0.05
-1.85 2.89 0.05

Calculated values
maximum force	0.085	Eh/bohr
SMILES	C=CC(=O)NC=S
calculated total energy	-683.5160	hartree
orbital gap	0.29544	Ha
HOMO	-8.04	eV
2S+1	1

C4H5NOS2 | ωB97M-V/def2-TZVPD

Geometry (Å):
S 2.950 -0.639 -0.215
C 1.815 0.179 0.627
N 0.491 0.137 0.341
C -0.018 -0.581 -0.816
C -1.508 -0.437 -0.609
O -1.635 0.712 0.271
C -0.480 0.960 0.906
S -0.281 2.093 2.063
H 1.976 0.861 1.451
H 0.349 -1.622 -0.765
H 0.340 -0.075 -1.704
H -1.897 -1.327 -0.064
H -2.102 -0.262 -1.487

Forces on atoms 1 to 6 (eV/Å):
-0.23 0.30 0.43
0.09 -0.09 -0.31
-0.11 -0.03 -0.05
0.18 -0.41 0.24
-0.07 -0.75 1.22
0.02 -0.03 0.10

Calculated values
maximum force	0.028	Eh/bohr
SMILES	S=CN1CCOC1=S
calculated total energy	-1081.7789	hartree
orbital gap	0.31040	Ha
HOMO	-8.93	eV
2S+1	1

C4H5NOS2 | ωB97M-V/def2-TZVPD

Geometry (Å):
O -2.195 -1.304 0.578
C -1.067 -0.909 0.455
C 0.111 -1.789 0.076
S 1.595 -0.782 0.232
N 0.656 0.674 -0.019
C 1.127 1.659 -0.752
S 0.434 3.058 -1.161
C -0.717 0.598 0.523
H -0.043 -2.170 -0.984
H 0.140 -2.620 0.763
H 2.111 1.390 -1.158
H -1.368 1.219 -0.098
H -0.783 0.977 1.545

Forces on atoms 1 to 6 (eV/Å):
0.48 -0.19 0.19
-0.89 1.08 -0.42
-0.07 -0.32 -1.21
-0.56 0.46 0.13
-0.84 -1.01 1.13
1.25 -0.16 -0.99

Calculated values
maximum force	0.034	Eh/bohr
SMILES	O=C1CSN(C=S)C1
calculated total energy	-1081.7580	hartree
orbital gap	0.32590	Ha
HOMO	-8.64	eV
2S+1	1

C4H5NS | ωB97M-V/def2-TZVPD

Geometry (Å):
C 1.710 0.422 -0.607
C -0.643 0.515 -0.785
C 0.279 -0.650 1.353
C -0.833 -0.293 0.515
N 0.692 0.682 -1.220
S -0.302 -2.061 0.497
H 2.744 0.495 -0.848
H -1.206 0.049 -1.600
H -1.058 1.518 -0.622
H 0.444 -0.559 2.403
H -1.827 -0.118 0.914

Forces on atoms 1 to 6 (eV/Å):
-1.75 -0.68 1.46
-0.73 -0.04 0.26
0.69 0.48 -1.37
0.07 -0.03 -0.40
1.11 0.12 -0.49
-0.12 0.00 0.04

Calculated values
maximum force	0.046	Eh/bohr
calculated total energy	-608.1911	hartree
orbital gap (spin up / spin down)	0.29567 / 0.27394	Ha
HOMO (spin up / spin down)	-7.53 / -7.25	eV
2S+1	1

C4H5NS | ωB97M-V/def2-TZVPD

Geometry (Å):
C -0.682 1.816 1.449
C -0.223 -0.953 -0.650
C -0.965 0.089 -0.722
C 0.419 1.471 0.706
N -1.625 2.023 2.081
S 1.711 0.438 1.322
H -0.287 -1.721 -1.307
H 0.778 -0.939 -0.152
H -1.730 0.470 -1.287
H 0.545 1.961 -0.249
H 1.177 0.626 2.588

Forces on atoms 1 to 6 (eV/Å):
-1.22 0.31 1.20
1.75 1.46 0.71
3.18 0.53 2.62
-0.02 -1.65 -2.94
-0.04 0.26 0.20
-1.27 1.42 1.12

Calculated values
maximum force	0.081	Eh/bohr
calculated total energy	-608.1724	hartree
orbital gap (spin up / spin down)	0.29294 / 0.29935	Ha
HOMO (spin up / spin down)	-8.60 / -8.43	eV
2S+1	1

C4H5NS | ωB97M-V/def2-TZVPD

Geometry (Å):
N -0.983 1.587 -0.049
C -1.210 0.283 -0.139
S -2.790 -0.294 0.128
C 0.060 -0.557 -0.070
C 0.745 -1.646 -0.274
C 1.532 -0.482 0.290
H -0.116 2.194 -0.136
H -1.963 2.065 -0.185
H 0.696 -2.661 -0.678
H 1.806 -0.635 1.412
H 2.223 0.146 -0.300

Forces on atoms 1 to 6 (eV/Å):
-2.17 3.30 -1.18
0.87 -1.99 1.88
1.63 0.14 -0.85
-0.75 0.18 -0.35
-0.93 0.54 -0.60
0.13 -0.48 1.94

Calculated values
maximum force	0.080	Eh/bohr
SMILES	NC(=S)C1=CC1
calculated total energy	-608.2420	hartree
orbital gap	0.30964	Ha
HOMO	-8.48	eV
2S+1	1

C4H5NS2 | ωB97M-V/def2-TZVPD

Geometry (Å):
C 0.844 1.657 0.139
C 0.216 0.377 0.462
C -0.859 -1.151 -0.749
C 0.507 -0.802 -0.414
H 1.917 1.401 -0.119
H 0.948 0.162 1.577
H -2.003 0.050 1.018
H -1.527 -0.846 -1.721
H -0.887 -2.223 -0.085
N -1.297 0.022 0.234
S 0.239 3.125 0.066
S 1.902 -1.771 -0.408

Forces on atoms 1 to 6 (eV/Å):
1.20 -0.35 -0.95
-0.42 -1.71 2.53
-4.12 -0.24 2.51
4.52 -1.60 0.15
-0.88 0.65 0.34
-2.62 0.30 -2.64

Calculated values
maximum force	0.094	Eh/bohr
calculated total energy	-1006.3566	hartree
orbital gap	0.28321	Ha
HOMO	-8.77	eV
2S+1	1

C4H5NS2 | ωB97M-V/def2-TZVPD

Geometry (Å):
C -1.639 -1.351 -1.206
C -1.210 -0.328 -0.747
C -0.531 0.819 -0.128
N -1.123 1.958 -0.116
S -0.505 3.385 0.487
S 1.168 0.625 0.418
C 1.344 -1.179 0.422
H -2.060 -2.256 -1.638
H 0.457 2.953 1.304
H 1.562 -1.492 -0.586
H 2.148 -1.501 1.068
H 0.388 -1.632 0.721

Forces on atoms 1 to 6 (eV/Å):
-0.40 -0.55 -0.35
0.68 0.62 0.58
-0.22 0.40 -0.48
0.05 -0.96 -0.11
-0.27 0.02 -0.16
-0.47 -0.19 0.20

Calculated values
maximum force	0.021	Eh/bohr
SMILES	C#C/C(=N/S)SC
calculated total energy	-1006.4431	hartree
orbital gap	0.32880	Ha
HOMO	-8.52	eV
2S+1	1

C4H5NS2 | ωB97M-V/def2-TZVPD

Geometry (Å):
C 0.081 1.772 -0.209
C 1.270 1.201 -0.474
S 1.780 -0.338 0.243
C 0.519 -1.539 -0.050
N -0.745 -1.538 -0.177
S -1.808 -0.245 -0.160
C -0.971 1.165 0.668
H -0.263 2.656 -0.798
H 1.903 1.616 -1.242
H 0.964 -2.522 -0.148
H -1.781 1.884 0.847
H -0.551 0.876 1.652

Forces on atoms 1 to 6 (eV/Å):
0.16 0.06 -0.85
-1.64 0.29 0.18
0.42 0.17 0.06
-0.81 -0.01 -0.24
0.47 0.39 -0.10
0.01 0.18 0.47

Calculated values
maximum force	0.033	Eh/bohr
SMILES	C1=CSC=NSC1
calculated total energy	-1006.4882	hartree
orbital gap	0.32297	Ha
HOMO	-8.14	eV
2S+1	1

C4H5NS2 | ωB97M-V/def2-TZVPD

Geometry (Å):
C 2.838 0.421 -0.855
C 1.851 -0.124 -0.441
C 0.636 -0.884 -0.153
N 0.653 -1.615 1.185
C -0.640 -0.125 -0.001
S -2.110 -0.460 -0.564
S -0.413 1.617 0.529
H 4.008 0.626 -1.079
H 0.402 -1.565 -1.086
H 0.854 -2.778 1.068
H 1.504 -1.077 1.803
H 0.924 1.860 0.247

Forces on atoms 1 to 6 (eV/Å):
4.15 0.09 -0.26
-0.35 -0.29 -0.50
-0.86 -2.46 -0.55
3.68 -1.69 0.77
0.23 3.61 -1.02
0.07 -0.81 0.40

Calculated values
maximum force	0.090	Eh/bohr
SMILES	C#C[C@@H](N)C(=S)S
calculated total energy	-1006.3780	hartree
orbital gap	0.30466	Ha
HOMO	-8.72	eV
2S+1	1

C4H5O2P | ωB97M-V/def2-TZVPD

Geometry (Å):
C -0.359 0.404 -1.323
C -0.227 1.271 -0.324
C -0.316 -1.054 -0.995
C 0.321 -1.268 0.345
O -0.635 -1.856 -1.805
O 1.234 0.975 1.989
P 0.171 0.382 1.221
H -0.435 0.793 -2.323
H -0.223 2.260 -0.397
H 0.372 -2.207 0.813
H 1.704 -0.895 -0.242
H -1.139 0.171 1.950

Forces on atoms 1 to 6 (eV/Å):
0.01 1.18 0.31
0.09 -4.98 1.16
0.71 1.38 0.15
4.13 3.67 -1.94
-0.67 -1.79 -0.80
1.78 0.59 1.38

Calculated values
maximum force	0.114	Eh/bohr
calculated total energy	-647.1720	hartree
orbital gap	0.36454	Ha
HOMO	-10.25	eV
2S+1	1

C4H5O2V | ωB97M-V/def2-TZVPD

Geometry (Å):
H -2.260 -0.850 -1.408
C -1.203 -0.514 -1.123
C -1.447 0.750 -0.885
O -1.363 1.835 -0.410
V -1.781 3.049 0.893
H -0.361 -0.787 -1.762
O 2.440 0.431 0.270
C 1.607 -0.417 0.546
C 0.920 -1.333 1.141
H 2.097 1.283 -0.084
H 0.451 -1.107 2.105
H 0.899 -2.341 0.715

Forces on atoms 1 to 6 (eV/Å):
1.03 -0.86 0.42
-3.09 2.16 -1.38
2.59 -3.47 -0.79
-0.51 0.71 -0.40
-0.97 2.23 1.69
-0.04 -0.31 0.18

Calculated values
maximum force	0.086	Eh/bohr
calculated total energy	-1248.4055	hartree
orbital gap (spin up / spin down)	0.26949 / 0.29434	Ha
HOMO (spin up / spin down)	-22.97 / -23.00	eV
net charge	+3
2S+1	4